Density functional theory data (wB97M-V/def2-TZVPD) for a structure of composition C67H140F20N13NaO24S12.

Energy relative to the best compared isomer or geometry (same formula, charge and spin)   0.00 kcal per mole
E_tot   -12091.020887 Eh
Charge   +2
LUMO level   -4.29 eV
HOMO-LUMO gap   5.389 eV

Each line ends with the Löwdin charge.
Geometry (Å):
Na: 14.857 2.184 -1.801  0.861
C: 22.191 2.852 -6.489  -0.066
C: 20.743 3.446 -6.096  -0.205
C: 19.871 3.812 -7.365  -0.072
N: 18.690 4.794 -7.103  -0.210
C: 19.278 6.264 -6.814  -0.082
C: 18.272 7.320 -6.351  -0.149
C: 17.613 6.804 -5.039  -0.165
C: 16.889 5.485 -5.385  -0.179
C: 17.788 4.399 -5.882  -0.090
C: 17.857 4.918 -8.402  0.060
H: 22.720 2.424 -5.637  0.062
H: 22.807 3.635 -6.932  0.077
H: 21.981 1.959 -7.079  0.075
H: 21.088 4.250 -5.446  0.086
H: 20.178 2.786 -5.438  0.093
H: 19.455 2.870 -7.722  0.145
H: 20.495 4.351 -8.078  0.130
H: 20.028 6.052 -6.052  0.108
H: 20.025 6.622 -7.523  0.135
H: 18.821 8.259 -6.277  0.119
H: 17.394 7.428 -6.988  0.108
H: 18.399 6.576 -4.320  0.109
H: 16.932 7.551 -4.628  0.114
H: 16.245 5.015 -4.642  0.120
H: 16.105 5.715 -6.107  0.119
H: 18.552 4.236 -5.122  0.112
H: 17.274 3.458 -6.080  0.146
H: 18.582 5.004 -9.211  0.114
H: 17.067 5.636 -8.182  0.095
H: 17.390 3.942 -8.531  0.113
C: 34.341 8.577 -7.616  -0.070
C: 33.525 7.289 -8.046  -0.223
C: 32.624 6.742 -6.925  -0.051
N: 31.723 5.543 -7.563  -0.193
C: 30.600 6.094 -8.490  -0.097
C: 29.690 6.991 -7.645  -0.163
C: 29.086 6.297 -6.416  -0.187
C: 30.051 5.477 -5.571  -0.147
C: 31.057 4.641 -6.459  -0.073
C: 32.441 4.489 -8.462  0.010
H: 35.034 8.908 -8.389  0.082
H: 34.677 8.463 -6.585  0.075
H: 33.609 9.370 -7.463  0.067
H: 34.320 6.583 -8.285  0.103
H: 32.961 7.468 -8.962  0.100
H: 31.975 7.459 -6.423  0.120
H: 33.252 6.256 -6.178  0.130
H: 31.040 6.682 -9.295  0.121
H: 30.120 5.225 -8.940  0.135
H: 30.090 7.987 -7.455  0.115
H: 28.836 7.143 -8.305  0.123
H: 28.440 6.919 -5.796  0.121
H: 28.314 5.640 -6.816  0.116
H: 30.626 6.154 -4.939  0.103
H: 29.500 4.848 -4.871  0.119
H: 31.903 4.420 -5.809  0.116
H: 30.778 3.624 -6.735  0.136
H: 33.142 3.940 -7.833  0.109
H: 33.040 4.857 -9.295  0.098
H: 31.721 3.827 -8.943  0.105
C: 19.207 -3.838 -8.080  -0.062
C: 18.245 -5.088 -7.865  -0.196
C: 18.561 -5.733 -6.487  -0.101
N: 17.720 -7.072 -6.240  -0.222
C: 17.964 -7.256 -4.722  -0.122
C: 17.114 -8.350 -4.125  -0.191
C: 15.598 -8.291 -4.434  -0.124
C: 15.464 -8.117 -6.034  -0.138
C: 16.280 -6.979 -6.614  -0.133
C: 18.332 -8.336 -6.995  0.078
H: 20.112 -3.731 -7.483  0.066
H: 18.743 -2.874 -7.870  0.078
H: 19.589 -3.881 -9.100  0.079
H: 18.350 -5.878 -8.609  0.099
H: 17.216 -4.731 -7.924  0.108
H: 18.323 -4.917 -5.805  0.132
H: 19.613 -6.008 -6.420  0.126
H: 17.787 -6.313 -4.204  0.130
H: 19.043 -7.358 -4.598  0.131
H: 17.223 -8.249 -3.045  0.116
H: 17.438 -9.388 -4.200  0.116
H: 15.114 -7.422 -3.988  0.112
H: 15.150 -9.198 -4.026  0.115
H: 14.401 -7.967 -6.218  0.120
H: 15.657 -9.059 -6.547  0.107
H: 15.939 -6.033 -6.194  0.147
H: 16.270 -6.855 -7.697  0.133
H: 18.036 -8.122 -8.022  0.099
H: 17.818 -9.213 -6.603  0.093
H: 19.419 -8.350 -6.916  0.107
C: 22.671 15.464 -4.154  -0.089
C: 21.450 15.114 -3.362  -0.238
C: 21.242 13.565 -3.101  -0.106
N: 19.873 13.129 -2.504  -0.215
C: 20.041 11.590 -2.152  -0.059
C: 18.870 10.998 -1.293  -0.150
C: 18.641 11.830 -0.034  -0.194
C: 18.392 13.316 -0.349  -0.146
C: 19.569 13.922 -1.180  -0.089
C: 18.773 13.455 -3.521  0.040
H: 22.810 16.545 -4.169  0.085
H: 22.605 15.177 -5.203  0.088
H: 23.523 15.052 -3.613  0.089
H: 20.549 15.488 -3.849  0.102
H: 21.492 15.556 -2.366  0.104
H: 22.078 13.134 -2.550  0.133
H: 21.329 13.095 -4.080  0.127
H: 20.999 11.367 -1.682  0.132
H: 20.021 11.088 -3.120  0.127
H: 19.109 9.963 -1.049  0.123
H: 17.953 11.013 -1.881  0.110
H: 19.517 11.906 0.610  0.114
H: 17.896 11.350 0.601  0.122
H: 18.137 13.890 0.542  0.129
H: 17.577 13.320 -1.074  0.101
H: 20.443 13.967 -0.530  0.135
H: 19.359 14.947 -1.485  0.118
H: 19.262 13.209 -4.463  0.111
H: 18.574 14.506 -3.312  0.099
H: 17.832 12.928 -3.356  0.101
C: 6.041 11.131 -4.045  -0.105
C: 6.845 10.970 -5.333  -0.228
C: 7.035 9.419 -5.573  -0.028
N: 8.007 9.204 -6.882  -0.228
C: 7.875 7.745 -7.174  -0.117
C: 8.529 6.859 -6.040  -0.134
C: 9.982 7.266 -5.726  -0.187
C: 10.112 8.730 -5.366  -0.139
C: 9.466 9.551 -6.559  -0.095
C: 7.615 9.981 -8.114  0.014
H: 5.707 12.166 -3.982  0.078
H: 6.550 11.046 -3.084  0.080
H: 5.178 10.466 -4.003  0.081
H: 7.831 11.422 -5.222  0.096
H: 6.379 11.622 -6.071  0.110
H: 6.025 9.125 -5.857  0.131
H: 7.426 8.884 -4.707  0.118
H: 6.838 7.418 -7.262  0.136
H: 8.397 7.500 -8.099  0.142
H: 7.901 6.821 -5.150  0.108
H: 8.516 5.870 -6.498  0.125
H: 10.438 6.650 -4.951  0.118
H: 10.588 6.983 -6.587  0.123
H: 9.476 9.005 -4.524  0.100
H: 11.100 9.043 -5.028  0.123
H: 9.520 10.587 -6.224  0.111
H: 10.126 9.568 -7.426  0.139
H: 7.689 11.063 -8.006  0.105
H: 6.593 9.693 -8.364  0.113
H: 8.183 9.619 -8.971  0.115
C: 25.702 -5.108 2.075  -0.071
C: 24.912 -4.087 1.193  -0.214
C: 25.997 -3.448 0.251  -0.092
N: 25.344 -2.474 -0.749  -0.234
C: 26.442 -1.957 -1.810  -0.070
C: 27.320 -0.907 -1.275  -0.185
C: 26.584 0.311 -0.642  -0.143
C: 25.676 -0.261 0.488  -0.147
C: 24.677 -1.288 -0.045  -0.112
C: 24.216 -3.144 -1.559  0.013
H: 26.056 -5.896 1.411  0.081
H: 25.082 -5.541 2.859  0.083
H: 26.546 -4.525 2.445  0.077
H: 24.434 -3.323 1.806  0.098
H: 24.118 -4.584 0.635  0.099
H: 26.225 -4.251 -0.450  0.132
H: 26.824 -2.949 0.756  0.132
H: 26.979 -2.858 -2.106  0.145
H: 25.829 -1.467 -2.566  0.136
H: 27.973 -1.368 -0.534  0.116
H: 28.007 -0.638 -2.076  0.138
H: 27.289 1.106 -0.397  0.116
H: 26.014 0.821 -1.418  0.112
H: 26.291 -0.716 1.265  0.112
H: 25.202 0.526 1.074  0.121
H: 24.141 -1.761 0.779  0.109
H: 23.938 -0.827 -0.700  0.135
H: 23.379 -3.409 -0.914  0.094
H: 24.540 -4.058 -2.057  0.116
H: 23.850 -2.392 -2.257  0.103
C: 19.477 11.563 -11.440  -0.094
C: 20.289 12.352 -12.457  -0.243
C: 21.511 11.685 -13.097  -0.037
N: 22.582 12.707 -13.748  -0.212
C: 23.429 13.467 -12.753  -0.111
C: 24.600 12.621 -12.214  -0.175
C: 25.343 11.968 -13.373  -0.173
C: 24.498 11.048 -14.304  -0.132
C: 23.409 11.979 -14.892  -0.100
C: 21.896 13.726 -14.678  -0.003
H: 20.082 10.990 -10.738  0.080
H: 18.784 10.972 -12.039  0.084
H: 18.861 12.183 -10.788  0.080
H: 20.547 13.262 -11.914  0.107
H: 19.525 12.450 -13.228  0.115
H: 21.136 11.140 -13.962  0.131
H: 22.197 11.118 -12.467  0.129
H: 22.769 13.889 -11.995  0.132
H: 23.982 14.240 -13.287  0.131
H: 24.226 12.041 -11.370  0.118
H: 25.239 13.237 -11.581  0.127
H: 26.129 11.491 -12.786  0.118
H: 25.848 12.738 -13.956  0.120
H: 24.224 10.129 -13.785  0.119
H: 25.003 10.670 -15.193  0.119
H: 22.671 11.375 -15.421  0.123
H: 23.844 12.665 -15.619  0.135
H: 21.159 14.207 -14.034  0.095
H: 21.450 13.311 -15.582  0.114
H: 22.633 14.473 -14.971  0.104
N: 13.045 4.876 -0.731  -0.298
S: 11.331 4.889 -0.283  0.602
O: 10.432 5.162 -1.389  -0.295
O: 10.872 5.329 1.004  -0.252
F: 11.224 3.272 -0.200  -0.226
S: 13.381 6.274 -0.257  0.386
O: 13.458 6.581 1.151  -0.283
O: 13.207 7.385 -1.094  -0.277
F: 15.000 6.053 -0.604  -0.295
N: 14.610 0.392 -4.751  -0.313
S: 13.754 0.621 -6.134  0.554
O: 12.667 -0.299 -6.328  -0.253
O: 14.444 1.137 -7.299  -0.265
F: 12.966 2.011 -5.689  -0.239
S: 15.548 -0.675 -5.279  0.432
O: 16.799 -0.198 -5.799  -0.307
O: 14.996 -1.943 -5.802  -0.303
F: 16.148 -1.270 -3.888  -0.252
N: 10.370 6.983 -11.590  -0.264
S: 9.172 5.970 -12.494  0.628
O: 8.445 4.962 -11.764  -0.293
O: 9.497 5.711 -13.891  -0.277
F: 8.031 7.153 -12.587  -0.248
S: 11.395 5.958 -11.674  0.331
O: 12.226 6.170 -12.851  -0.315
O: 11.358 4.656 -10.992  -0.306
F: 12.369 6.720 -10.653  -0.259
N: 25.018 10.296 -5.038  -0.262
S: 25.334 11.103 -6.276  0.375
O: 24.331 11.853 -6.994  -0.309
O: 26.431 10.646 -7.087  -0.299
F: 26.004 12.267 -5.385  -0.226
S: 23.864 9.330 -5.825  0.588
O: 24.439 8.419 -6.833  -0.302
O: 22.532 9.977 -6.065  -0.362
F: 23.394 8.419 -4.613  -0.210
C: 17.112 2.186 -13.229  -0.659
F: 16.596 3.223 -12.553  0.119
F: 16.311 1.127 -13.239  0.150
F: 17.282 2.493 -14.487  0.153
S: 18.864 1.714 -12.444  0.676
O: 18.553 1.431 -11.071  -0.333
O: 19.196 0.563 -13.321  -0.326
N: 19.872 3.084 -12.679  -0.305
S: 21.227 2.445 -12.465  0.522
O: 21.467 1.714 -11.215  -0.342
O: 21.736 1.841 -13.719  -0.328
C: 22.212 4.090 -12.147  -0.687
F: 22.510 4.735 -13.249  0.149
F: 21.399 4.873 -11.424  0.081
F: 23.275 3.757 -11.434  0.127
C: 28.476 0.234 -9.350  -0.650
F: 29.444 0.095 -10.294  0.121
F: 28.333 1.510 -8.882  0.082
F: 27.351 -0.240 -9.785  0.182
S: 28.928 -0.816 -7.847  0.681
O: 28.025 -0.456 -6.738  -0.344
O: 28.747 -2.152 -8.408  -0.311
N: 30.555 -0.421 -7.523  -0.310
S: 31.090 -1.629 -6.775  0.512
O: 30.122 -2.452 -6.068  -0.335
O: 32.080 -2.369 -7.542  -0.312
C: 32.205 -0.876 -5.355  -0.647
F: 31.501 0.018 -4.694  0.108
F: 32.436 -1.812 -4.468  0.145
F: 33.342 -0.280 -5.875  0.079